# C43H52BF5N10S4W

C43H52BF5N10S4W as an isolated structure (ωB97M-V/def2-TZVPD, the OMol25 dataset).

```
116
Properties=species:S:1:pos:R:3:forces:R:3
W -0.75053 -0.18164 0.11304 0.057 -0.229 -0.252
C 1.29436 -2.59429 4.39260 0.032 -0.038 0.004
C 1.03270 -3.18100 3.04199 -0.018 -0.080 0.010
C 0.90386 -4.52845 2.83158 -0.029 0.055 0.039
C 0.68146 -5.04323 1.53687 -0.023 -0.009 -0.038
N 0.58541 -4.23445 0.50804 -0.010 -0.043 -0.060
N 0.68706 -2.93223 0.71248 0.030 0.059 0.189
B 0.67059 -1.96442 -0.52962 0.056 0.096 -0.082
N 0.19486 -2.82823 -1.71727 -0.138 -0.053 -0.027
N 1.11042 -3.50279 -2.41387 0.037 0.034 0.064
C 0.70778 -4.39418 -3.27728 -0.013 -0.030 -0.057
C -0.67277 -4.66928 -3.44141 -0.027 0.001 -0.010
C -1.61098 -3.99493 -2.71644 0.042 0.014 -0.009
C -3.07796 -4.23968 -2.83681 -0.014 -0.026 0.012
C -1.11972 -3.00792 -1.81759 0.098 0.050 -0.016
S -2.15532 -2.01930 -0.87450 0.022 -0.018 0.149
C 1.81305 -5.11951 -4.03321 0.021 -0.017 0.005
C 1.25711 -5.94796 -5.19163 -0.021 -0.014 0.008
C 2.52790 -6.04257 -3.03504 0.030 -0.002 -0.001
C 2.80796 -4.08909 -4.58262 0.004 0.005 0.003
N 2.23472 -1.67335 -0.83639 -0.013 0.049 -0.031
N 3.05541 -2.23928 0.02808 0.030 -0.029 0.023
C 4.35961 -2.12142 -0.11534 0.010 -0.033 -0.005
C 4.89589 -1.37475 -1.16758 0.015 0.020 -0.007
C 4.06436 -0.76018 -2.07088 -0.004 -0.039 0.034
C 4.64733 0.05005 -3.19202 0.003 0.008 0.006
C 2.68444 -0.95563 -1.86747 -0.025 0.029 -0.002
S 1.55234 -0.33217 -3.06634 0.031 0.008 -0.050
C 5.24680 -2.84096 0.88264 0.027 0.016 0.026
C 6.16925 -1.81096 1.55284 -0.003 -0.003 -0.017
C 4.41232 -3.54247 1.95183 -0.005 0.007 -0.006
C 6.08386 -3.87932 0.12048 -0.002 -0.009 -0.007
C 0.90685 -2.36252 1.89776 -0.025 0.024 -0.080
S 1.02512 -0.63590 1.88784 -0.069 -0.021 -0.001
C 0.60819 -6.53278 1.24034 0.011 -0.012 0.007
C -0.24420 -6.78468 -0.00595 -0.009 -0.015 -0.009
C 2.04654 -7.01042 0.98275 0.005 -0.008 0.002
C 0.01336 -7.30236 2.42355 -0.016 0.004 0.008
H 2.36936 -2.46187 4.53966 -0.016 0.046 -0.001
H 0.93016 -3.25345 5.17902 0.021 -0.008 -0.020
H 0.82760 -1.61633 4.49512 -0.016 0.005 0.000
H 0.96629 -5.20636 3.67256 0.007 0.006 -0.004
H -0.98703 -5.41990 -4.15322 -0.006 0.002 0.005
H -3.28344 -5.01249 -3.57393 0.000 -0.001 0.005
H -3.59926 -3.32490 -3.12358 0.011 0.000 0.002
H -3.48946 -4.54783 -1.87349 -0.008 0.005 -0.014
H 0.63176 -6.77273 -4.84395 0.000 0.019 -0.002
H 2.08431 -6.38654 -5.74934 -0.001 0.000 0.006
H 0.67708 -5.33714 -5.88715 0.016 -0.008 0.004
H 1.83921 -6.77951 -2.61505 0.013 0.007 -0.012
H 2.95522 -5.46219 -2.21346 -0.016 -0.015 -0.024
H 3.33259 -6.58233 -3.53732 -0.011 0.012 0.007
H 2.31875 -3.40089 -5.27621 0.005 -0.008 0.006
H 3.60498 -4.60179 -5.12237 -0.005 0.006 0.004
H 3.25771 -3.51106 -3.77327 -0.007 -0.010 -0.011
H 5.96933 -1.28063 -1.27386 -0.010 0.004 -0.001
H 5.41474 -0.52859 -3.70613 -0.006 0.002 0.010
H 5.12824 0.94079 -2.78345 -0.008 -0.007 -0.007
H 3.91146 0.36298 -3.92497 -0.002 -0.001 -0.015
H 5.59102 -1.04977 2.08051 0.006 -0.005 -0.006
H 6.82218 -1.31273 0.83399 -0.008 -0.007 0.016
H 6.80889 -2.31446 2.27792 -0.005 0.000 -0.003
H 3.81740 -2.82223 2.51678 0.010 -0.012 -0.008
H 5.08101 -4.05442 2.64461 -0.005 0.004 -0.003
H 3.73613 -4.27979 1.51498 0.014 0.010 0.007
H 6.71549 -3.41930 -0.64173 -0.008 -0.003 0.009
H 5.44487 -4.62135 -0.36335 0.005 0.011 0.004
H 6.74007 -4.40033 0.81814 -0.008 0.003 -0.002
H 0.18671 -6.30570 -0.88491 -0.016 0.005 0.015
H -1.26066 -6.40660 0.12767 0.016 -0.005 -0.004
H -0.30240 -7.85838 -0.18998 0.004 0.016 0.001
H 2.47478 -6.49479 0.11967 -0.002 -0.008 0.019
H 2.05102 -8.08275 0.78052 0.002 0.016 -0.001
H 2.68741 -6.82995 1.84947 -0.007 -0.004 -0.008
H -0.97062 -6.91719 2.70050 0.016 -0.004 -0.004
H 0.65823 -7.27986 3.30308 -0.004 0.002 -0.004
H -0.10557 -8.34997 2.14716 0.001 0.010 -0.004
C 1.90032 5.10821 -1.76063 -0.001 0.006 0.004
C 2.75312 3.87138 -1.52705 -0.021 0.007 0.011
N 2.06867 2.63506 -1.93288 -0.009 0.023 0.002
C 1.11486 2.08372 -1.18141 0.051 0.027 0.023
S 0.16688 0.71484 -1.94797 -0.119 -0.031 0.097
N 0.82780 2.50814 -0.00295 0.052 0.020 -0.047
N -0.11645 1.78237 0.69247 0.026 0.044 0.112
C -0.65499 2.32402 1.73276 -0.062 0.020 0.005
C -0.40177 3.72135 2.17469 0.034 -0.004 0.000
C -1.58122 1.45367 2.49151 -0.045 0.038 -0.020
C -2.22663 1.89416 3.63178 0.013 -0.021 0.015
C -3.03185 1.01032 4.33910 -0.018 0.010 0.015
C -3.15942 -0.28997 3.89065 -0.014 -0.003 0.011
C -2.50845 -0.65928 2.72539 0.012 -0.008 -0.034
N -1.75459 0.19138 2.03240 -0.040 0.071 -0.009
H 2.43276 5.99619 -1.41979 -0.004 -0.020 -0.006
H 0.96063 5.04016 -1.21233 0.009 0.000 -0.004
H 1.67519 5.23636 -2.81983 0.002 -0.006 0.012
H 3.01324 3.76512 -0.47535 -0.007 -0.006 0.011
H 3.68071 3.91904 -2.09535 0.002 -0.008 -0.018
H 2.09162 2.38085 -2.90815 0.001 -0.011 0.001
H 0.37094 4.18068 1.56888 -0.001 -0.001 0.002
H -0.10345 3.74396 3.22313 0.004 0.004 -0.004
H -1.32204 4.30275 2.07527 0.005 -0.002 0.009
H -2.10341 2.91202 3.97026 0.009 -0.004 -0.003
H -3.54770 1.33994 5.23091 0.009 -0.004 -0.005
H -3.76812 -1.01287 4.41463 0.005 0.008 -0.003
H -2.60537 -1.65529 2.31562 -0.001 -0.009 -0.009
F -1.51758 2.80017 -1.54230 -0.015 -0.021 0.015
C -2.67264 2.18210 -1.17312 0.040 -0.054 0.019
C -2.63897 0.94557 -0.53973 -0.019 0.034 0.008
C -3.91457 0.50406 -0.19142 0.063 -0.006 0.003
F -4.07632 -0.65951 0.48303 0.007 0.041 0.024
C -5.09330 1.17731 -0.45738 -0.047 -0.030 0.011
F -6.26202 0.66708 -0.07937 0.027 0.020 -0.008
C -5.04893 2.39447 -1.11154 -0.058 0.041 -0.022
F -6.16036 3.06260 -1.37716 0.033 -0.026 0.009
C -3.81615 2.90300 -1.47070 0.015 0.046 -0.018
F -3.73017 4.07907 -2.08726 -0.013 -0.020 0.009
```
Positions in Å, forces in eV/Å.

The value obtained for the energy above the lowest of the compared OMol25 structures with the same formula, charge and spin is 0.0 kcal per mole. The net charge is +2. Its HOMO energy (alpha / beta) is -12.238 / -12.896 eV. As for the expectation value of S²: 2.02. Its multiplicity is 3.